1.
{
  "formula": "C27H39BF4MgN6O8P2S3",
  "method": "ωB97M-V/def2-TZVPD",
  "elements": ["Mg", "S", "C", "C", "N", "C", "S", "C", "N", "N", "C", "C", "C", "C", "C", "C", "S", "O", "O", "N", "C", "N", "C", "C", "C", "N", "H", "H", "H", "H", "H", "H", "H", "H", "H", "C", "C", "C", "O", "P", "O", "C", "P", "O", "O", "C", "C", "C", "O", "C", "C", "C", "O", "C", "C", "C", "H", "H", "H", "H", "H", "H", "H", "H", "H", "H", "H", "H", "H", "H", "H", "H", "H", "H", "H", "H", "H", "H", "H", "H", "H", "H", "H", "H", "H", "H", "F", "B", "F", "F", "F"],
  "xyz": [[1.713, -0.690, -0.812], [3.901, -1.538, 0.558], [5.135, -0.963, -0.527], [6.481, -1.291, -0.142], [7.544, -1.581, 0.203], [4.944, -0.247, -1.678], [3.445, 0.305, -2.373], [6.115, 0.131, -2.427], [7.041, 0.452, -3.034], [-4.998, -0.677, -6.433], [-4.186, -0.940, -5.314], [-3.587, 0.105, -4.616], [-2.755, -0.154, -3.541], [-2.515, -1.466, -3.160], [-3.099, -2.517, -3.851], [-3.934, -2.255, -4.925], [-1.488, -1.822, -1.764], [-1.793, -0.699, -0.862], [-1.874, -3.136, -1.302], [0.021, -1.666, -2.170], [0.787, -2.775, -2.432], [2.014, -2.662, -1.897], [2.855, -3.669, -2.026], [2.498, -4.811, -2.729], [1.233, -4.810, -3.293], [0.368, -3.811, -3.170], [-5.373, 0.259, -6.444], [-5.720, -1.363, -6.581], [-3.744, 1.132, -4.927], [-2.291, 0.664, -3.003], [-2.892, -3.531, -3.538], [-4.385, -3.073, -5.475], [3.820, -3.536, -1.548], [3.174, -5.645, -2.844], [0.894, -5.657, -3.884], [2.266, -0.882, 3.875], [0.938, -1.552, 3.594], [0.230, -2.026, 4.850], [0.086, -0.587, 2.941], [-0.500, -0.896, 1.451], [0.561, -1.586, 0.681], [-0.892, 0.865, 1.175], [0.676, 1.764, 1.113], [1.760, 0.974, 0.501], [1.083, 2.177, 2.600], [0.234, 3.005, 3.418], [-0.303, 2.173, 4.570], [1.057, 4.181, 3.906], [0.291, 3.123, 0.425], [1.355, 4.127, 0.241], [0.639, 5.460, 0.224], [2.148, 3.862, -1.010], [-1.706, -1.861, 1.810], [-2.940, -1.449, 2.414], [-3.868, -0.776, 1.418], [-3.556, -2.717, 2.973], [2.938, -1.574, 4.386], [2.114, -0.003, 4.507], [2.744, -0.571, 2.944], [1.099, -2.393, 2.916], [0.085, -1.190, 5.540], [0.825, -2.789, 5.354], [-0.745, -2.450, 4.606], [-1.469, 1.201, 2.038], [-1.429, 1.059, 0.247], [-0.597, 3.377, 2.808], [0.500, 1.941, 5.272], [-0.708, 1.229, 4.208], [-1.082, 2.726, 5.100], [1.920, 3.815, 4.464], [0.456, 4.813, 4.563], [1.414, 4.785, 3.074], [2.009, 4.058, 1.116], [-0.017, 5.505, -0.647], [1.368, 6.269, 0.155], [0.039, 5.603, 1.125], [1.518, 3.932, -1.889], [2.609, 2.874, -1.003], [2.941, 4.611, -1.082], [-2.704, -0.765, 3.241], [-4.043, -1.435, 0.569], [-3.457, 0.152, 1.028], [-4.818, -0.558, 1.913], [-3.753, -3.412, 2.155], [-4.495, -2.490, 3.481], [-2.878, -3.198, 3.678], [0.196, 1.487, -2.333], [-0.243, 2.288, -3.427], [-1.439, 2.937, -3.007], [0.709, 3.254, -3.776], [-0.514, 1.476, -4.531]],
  "mulliken_charge": [1.62, -0.44, 0.56, -0.10, -0.67, 0.74, -0.42, -0.19, -0.64, -0.62, 1.13, -0.83, -0.26, -0.82, -0.41, -0.83, 1.56, -0.36, -0.93, 0.22, -0.10, 0.22, -0.02, -0.84, -0.38, -0.50, 0.24, 0.22, 0.31, 0.28, 0.48, 0.26, 0.41, 0.36, 0.39, -1.08, 0.63, -1.32, 0.97, -0.75, -1.15, -1.07, -0.65, -0.49, 0.00, 0.82, -1.13, -1.62, -0.09, 0.74, -1.74, -0.99, -0.14, 1.15, -1.24, -1.63, 0.47, 0.06, 0.07, 0.39, 0.22, 0.42, 0.12, 0.97, 0.81, 0.35, 0.32, 0.06, 0.41, 0.35, 0.39, 0.34, 0.37, 0.37, 0.39, 0.38, 0.16, 0.05, 0.48, 0.01, 0.21, 0.18, 0.54, 0.34, 0.42, 0.33, 0.06, 0.34, -0.41, -0.42, -0.40],
  "charge": -2,
  "energy_ev": -122045.6844,
  "multiplicity": 1,
  "homo_lumo_gap_ev": 4.8,
  "de_lowest_ev": 0.0000
}


2.
{
  "formula": "C27H39CrN2PS6Sb",
  "method": "ωB97M-V/def2-TZVPD",
  "elements": ["Cr", "S", "C", "N", "C", "C", "N", "C", "C", "C", "C", "C", "C", "C", "C", "S", "C", "C", "C", "C", "C", "C", "C", "H", "H", "H", "H", "H", "H", "H", "H", "H", "H", "H", "H", "H", "H", "H", "H", "H", "H", "S", "Sb", "S", "S", "S", "C", "C", "C", "P", "C", "C", "C", "C", "C", "C", "H", "H", "H", "H", "H", "H", "H", "H", "H", "H", "H", "H", "H", "H", "H", "H", "H", "H", "H", "H", "H"],
  "xyz": [[2.289, -0.238, -1.284], [1.512, 0.987, -3.011], [-0.200, 1.231, -2.733], [-0.910, 2.006, -3.680], [-2.233, 2.391, -3.228], [-2.944, 1.233, -2.521], [-2.175, 0.822, -1.363], [-2.612, 1.357, -0.083], [-3.535, 0.432, 0.690], [-3.385, -0.950, 0.606], [-4.209, -1.792, 1.342], [-5.192, -1.265, 2.172], [-5.342, 0.112, 2.265], [-4.517, 0.952, 1.527], [-0.781, 0.752, -1.607], [0.178, -0.092, -0.409], [-0.775, 1.655, -5.094], [-1.584, 0.458, -5.550], [-2.570, 0.594, -6.521], [-3.326, -0.499, -6.932], [-3.102, -1.746, -6.368], [-2.113, -1.893, -5.400], [-1.356, -0.804, -5.000], [-2.815, 2.744, -4.081], [-2.130, 3.214, -2.513], [-3.034, 0.395, -3.212], [-3.948, 1.520, -2.205], [-3.108, 2.325, -0.225], [-1.725, 1.538, 0.525], [-2.613, -1.351, -0.040], [-4.080, -2.866, 1.267], [-5.838, -1.923, 2.741], [-6.103, 0.532, 2.912], [-4.640, 2.029, 1.601], [0.283, 1.466, -5.274], [-1.062, 2.532, -5.678], [-2.750, 1.569, -6.965], [-4.088, -0.375, -7.692], [-3.693, -2.598, -6.679], [-1.929, -2.866, -4.960], [-0.579, -0.930, -4.253], [7.005, -0.376, -0.335], [5.835, -2.255, -0.958], [3.664, -1.731, -2.082], [3.549, 0.004, 0.721], [5.406, -3.698, 0.773], [4.659, 1.119, 3.689], [3.781, -0.136, 3.761], [4.664, -1.383, 3.658], [2.517, -0.110, 2.430], [1.477, -1.628, 2.579], [2.058, -2.781, 1.754], [1.218, -2.035, 4.035], [1.370, 1.324, 2.738], [1.180, 1.638, 4.226], [1.785, 2.567, 1.952], [5.404, 1.081, 4.486], [4.088, 2.040, 3.807], [5.186, 1.156, 2.733], [3.223, -0.146, 4.702], [5.151, -1.446, 2.681], [4.112, -2.309, 3.814], [5.447, -1.329, 4.420], [0.524, -1.335, 2.135], [3.096, -3.002, 1.998], [2.029, -2.561, 0.691], [1.459, -3.682, 1.923], [2.123, -2.391, 4.528], [0.489, -2.848, 4.045], [0.805, -1.217, 4.627], [0.426, 0.969, 2.324], [2.100, 2.008, 4.683], [0.840, 0.772, 4.794], [0.420, 2.416, 4.332], [2.793, 2.895, 2.204], [1.089, 3.385, 2.166], [1.762, 2.371, 0.883]],
  "mulliken_spin": [3.44, -0.17, -0.02, 0.00, 0.00, 0.00, 0.00, -0.01, 0.01, 0.00, 0.00, 0.00, 0.00, 0.00, 0.01, -0.15, -0.01, 0.00, 0.00, 0.00, 0.00, 0.00, 0.00, 0.00, 0.00, 0.00, 0.00, 0.00, 0.00, 0.00, 0.00, 0.00, 0.00, 0.00, 0.00, 0.00, 0.00, 0.00, 0.00, 0.00, 0.01, 0.32, 0.35, -0.09, 0.02, 0.27, -0.01, 0.00, 0.01, -0.01, 0.01, -0.02, 0.00, 0.00, 0.00, 0.00, 0.00, 0.00, 0.01, 0.00, 0.01, -0.01, 0.00, -0.01, 0.03, 0.01, 0.00, 0.00, 0.00, 0.00, 0.00, 0.00, 0.00, 0.00, 0.00, 0.00, 0.00],
  "charge": -1,
  "energy_ev": -140876.8598,
  "s2": 6.19,
  "multiplicity": 5,
  "homo_lumo_gap_ev": [5.5, 5.9],
  "de_lowest_ev": 0.0000
}


3.
{
  "formula": "C27H39N10",
  "method": "ωB97M-V/def2-TZVPD",
  "elements": ["C", "C", "C", "C", "C", "C", "C", "C", "N", "C", "H", "H", "H", "H", "H", "H", "H", "H", "H", "H", "H", "H", "C", "C", "N", "H", "H", "H", "C", "C", "N", "H", "H", "H", "C", "C", "N", "H", "H", "H", "C", "C", "N", "H", "H", "H", "C", "C", "N", "H", "H", "H", "C", "C", "N", "H", "H", "H", "C", "C", "N", "H", "H", "H", "C", "C", "N", "H", "H", "H", "C", "C", "N", "H", "H", "H"],
  "xyz": [[-0.270, 0.701, 1.797], [-0.791, 0.315, 0.594], [-1.592, -1.011, 0.386], [-3.125, -0.889, 0.626], [-3.774, -0.909, 1.974], [-5.232, -0.832, 2.133], [-6.036, -0.747, 0.907], [-7.599, -0.706, 0.979], [-5.439, -0.708, -0.328], [-4.057, -0.780, -0.508], [0.158, 1.738, 1.946], [-0.283, 0.003, 2.673], [-0.570, 0.998, -0.273], [-1.168, -1.800, 1.070], [-1.414, -1.367, -0.664], [-3.153, -1.007, 2.894], [-5.777, -0.843, 3.101], [-8.070, -0.725, -0.040], [-8.002, -1.532, 1.635], [-7.931, 0.253, 1.480], [-6.059, -0.661, -1.146], [-3.678, -0.759, -1.555], [3.991, 1.840, 2.165], [2.772, 2.580, 2.579], [1.828, 3.158, 2.901], [4.858, 2.220, 2.707], [3.874, 0.778, 2.383], [4.157, 1.967, 1.099], [2.029, -2.107, 1.172], [3.392, -1.672, 1.561], [4.445, -1.325, 1.863], [1.951, -3.192, 1.242], [1.295, -1.654, 1.838], [1.818, -1.800, 0.149], [6.725, -0.552, -0.852], [6.187, 0.785, -0.509], [5.768, 1.824, -0.243], [7.505, -0.456, -1.606], [7.143, -1.019, 0.037], [5.929, -1.186, -1.242], [4.668, -0.858, -4.462], [6.027, -1.398, -4.209], [7.086, -1.823, -4.027], [4.579, -0.554, -5.504], [3.921, -1.621, -4.247], [4.489, 0.007, -3.822], [-7.556, 0.396, -4.556], [-7.754, -0.104, -3.174], [-7.912, -0.488, -2.098], [-8.487, 0.820, -4.933], [-6.786, 1.166, -4.564], [-7.249, -0.425, -5.205], [-9.992, 2.613, -0.695], [-9.793, 2.782, -2.155], [-9.648, 2.928, -3.290], [-10.296, 3.561, -0.251], [-10.766, 1.868, -0.511], [-9.062, 2.284, -0.231], [-2.648, -4.414, -1.459], [-1.292, -3.959, -1.065], [-0.226, -3.621, -0.765], [-2.708, -5.500, -1.390], [-3.393, -3.973, -0.796], [-2.857, -4.109, -2.484], [9.153, -0.952, 3.238], [9.332, -0.769, 1.777], [9.471, -0.625, 0.644], [8.845, -0.012, 3.694], [8.389, -1.706, 3.425], [10.092, -1.276, 3.687], [6.901, 5.298, 1.636], [6.720, 4.805, 3.023], [6.575, 4.418, 4.097], [5.964, 5.711, 1.265], [7.666, 6.074, 1.617], [7.210, 4.477, 0.989]],
  "mulliken_charge": [-0.82, -0.15, -0.60, 0.25, -0.01, -0.91, 0.83, -1.09, 0.24, -0.38, 0.32, 0.19, 0.33, 0.35, 0.29, 0.41, 0.39, 0.28, 0.36, 0.31, 0.07, 0.41, -0.24, 0.39, -0.56, 0.25, -0.01, 0.18, -0.50, 0.30, -0.45, 0.41, 0.00, 0.28, -0.83, 0.49, -0.56, 0.41, 0.12, 0.25, -0.75, 0.38, -0.41, 0.32, 0.25, 0.25, -0.94, 0.46, -0.64, 0.32, 0.29, 0.36, -0.64, 0.33, -0.39, 0.33, 0.27, 0.10, -0.90, 0.51, -0.39, 0.34, 0.22, 0.28, -0.80, 0.43, -0.42, 0.26, 0.27, 0.31, -0.69, 0.34, -0.42, 0.25, 0.32, 0.22],
  "charge": 1,
  "energy_ev": -43522.2649,
  "multiplicity": 1,
  "homo_lumo_gap_ev": 8.3
}